116
Properties=species:S:1:pos:R:3 method="wB97M-V/def2-TZVPD" smiles="NC(N)=O.CC(C)O.CC(C)O.CC(C)O.CC(C)O.CC(C)O.CC(C)O.CC(C)O.CC(C)O.CC(C)O" e_lumo_ev=-0.01 homo_lumo_gap_ev=9.14
C -0.32201 0.19659 -0.22992
O -1.20216 0.23550 0.86446
N 0.55448 -0.81082 -0.30884
N -0.19763 1.15486 -1.21234
H 0.52271 -1.43928 0.53442
H 1.16498 -0.74530 -1.13554
H -0.70147 2.02483 -1.04642
H 0.51637 1.01854 -1.88211
C 3.50857 -0.32352 -1.18675
C 2.88052 -0.82783 -2.43886
C 2.63075 -2.30947 -2.26499
O 1.85354 -0.21579 -2.77399
H 4.48153 -0.71409 -0.94417
H 3.02098 -0.38054 -0.18478
H 3.88554 0.67515 -1.55063
H 3.53040 -0.64648 -3.26464
H 2.26579 -2.73336 -3.23503
H 1.97156 -2.52464 -1.44832
H 3.58542 -2.83668 -2.02687
H 2.07906 0.27996 -3.58545
C -0.12799 2.53611 -4.62484
C 1.38202 2.61000 -4.91509
C 1.97623 3.52718 -3.77554
O 1.95430 1.49432 -4.95392
H -0.77360 2.00878 -5.36859
H -0.61936 3.42639 -4.49493
H -0.19791 2.08597 -3.65654
H 1.36774 3.10443 -5.91952
H 3.01063 3.79077 -3.92469
H 1.93208 3.02276 -2.86845
H 1.38729 4.46899 -3.51701
H 2.92308 1.55107 -5.13786
C -3.41964 3.48393 -2.72195
C -2.77625 3.49321 -1.35889
C -3.30296 2.30714 -0.58484
O -1.55412 3.61999 -1.32654
H -4.51615 3.48500 -2.63612
H -3.04523 2.62015 -3.18877
H -3.25026 4.35134 -3.40093
H -3.06224 4.41475 -0.92362
H -3.11545 2.44247 0.45733
H -2.87677 1.34935 -0.82004
H -4.36825 2.17026 -0.66819
H -1.46531 4.39004 -0.81058
C 0.88709 -3.85184 2.88259
C 1.88421 -4.17948 4.05330
C 1.99057 -5.63634 4.49939
O 3.07087 -3.77224 3.98293
H 0.51678 -2.79185 2.93982
H 0.10538 -4.60770 3.01932
H 1.30504 -4.05326 1.92638
H 1.46009 -3.63775 4.89204
H 2.25924 -5.65187 5.57023
H 2.73615 -6.15662 3.98677
H 1.00397 -6.11786 4.51737
H 3.45974 -3.76451 4.84540
C -0.89477 -2.11045 -3.50617
C -1.50760 -0.79167 -3.84365
C -2.42910 -0.80885 -5.04077
O -2.06153 -0.00585 -3.02949
H -1.66336 -2.75794 -3.09312
H -0.17231 -1.95384 -2.70955
H -0.59423 -2.69600 -4.31590
H -0.63378 -0.21643 -4.22408
H -3.02942 0.05520 -5.14117
H -3.17348 -1.60348 -4.94096
H -2.00730 -1.12603 -5.97362
H -1.40047 0.54892 -2.60003
C 1.64305 0.07199 3.04700
C 2.12633 -0.44173 4.45579
C 3.57947 -0.57749 4.61354
O 1.79273 0.25703 5.44128
H 0.55318 0.06177 2.95267
H 2.05106 -0.62203 2.36014
H 2.15423 1.06390 2.85279
H 1.76307 -1.41710 4.51604
H 3.99991 -1.04158 5.51556
H 4.02679 0.36301 4.59848
H 3.94205 -1.07702 3.76414
H 0.93318 -0.06789 5.80815
C 2.53122 2.62541 0.40672
C 1.34372 3.59169 0.37728
C 0.26647 3.12621 1.45011
O 1.54972 4.78779 0.68942
H 3.28011 2.92789 -0.36929
H 2.31077 1.60910 0.12395
H 2.99613 2.66730 1.43453
H 0.94866 3.52735 -0.65230
H -0.04308 2.09887 1.43669
H -0.67034 3.65233 1.47978
H 0.81322 3.28795 2.36977
H 1.79423 5.38619 0.03362
C -4.27955 0.53674 2.61879
C -3.54969 0.99171 3.88056
C -2.05742 1.50363 3.57691
O -4.07748 1.80706 4.65297
H -3.81816 -0.23389 1.99831
H -4.32862 1.39826 1.95998
H -5.32399 0.31502 2.84517
H -3.44584 0.06666 4.44686
H -1.26919 0.76689 3.43585
H -1.63542 1.86564 4.55937
H -2.05966 2.28130 2.76870
H -3.94507 1.41526 5.50648
C -2.12616 -3.06476 1.24193
C -1.96997 -3.30153 -0.24987
C -0.69260 -4.04460 -0.51631
O -2.87694 -3.97659 -0.76547
H -1.39136 -2.38233 1.60638
H -2.13998 -4.06456 1.78730
H -2.97937 -2.44021 1.41597
H -1.95057 -2.28532 -0.70314
H -0.30541 -3.98931 -1.54809
H -0.87250 -5.05225 -0.19992
H 0.07479 -3.73234 0.13640
H -3.26836 -3.38571 -1.39717